{"formula": "C20H41N2OP2PdS", "method": "the ωB97M-V functional and the def2-TZVPD basis", "orbital_gap_ha": [0.270, 0.213], "spin_multiplicity": 3, "lumo_ha": [-0.0870, -0.1663], "charge": 1, "homo_ev": [-9.70, -10.33], "largest_force_ev_per_a": 4.67, "elements": ["Pd", "S", "P", "P", "O", "N", "N", "C", "C", "C", "C", "C", "C", "C", "C", "C", "C", "C", "C", "C", "C", "C", "C", "C", "C", "C", "C", "H", "H", "H", "H", "H", "H", "H", "H", "H", "H", "H", "H", "H", "H", "H", "H", "H", "H", "H", "H", "H", "H", "H", "H", "H", "H", "H", "H", "H", "H", "H", "H", "H", "H", "H", "H", "H", "H", "H", "H", "H"], "positions_angstrom": [[0.48765, -0.00226, 0.18969], [-2.63602, -1.08238, 3.58457], [0.23212, -1.89909, -1.23578], [0.34242, 2.31549, 0.58738], [3.35329, -0.56336, 0.59561], [1.76139, 0.75992, -1.63857], [-0.66993, -0.58373, 1.99601], [2.20734, -0.44764, 0.65598], [1.69245, -0.02335, -2.86438], [-1.43973, -2.55376, -1.78504], [-2.00978, -0.62529, 2.05877], [0.73155, -3.85956, 0.74262], [-2.21643, -3.27900, -0.67355], [1.25869, -4.55456, -1.60775], [-0.98889, 4.75606, 0.20543], [1.18392, -3.37926, -0.62766], [1.14405, 3.06240, 2.10784], [0.14183, 3.56210, 3.14424], [-1.46647, -3.34421, -3.13699], [-2.40134, 2.85089, 1.17344], [-1.01475, -1.29884, 4.10592], [-0.07285, -1.00168, 3.16588], [-1.23098, 3.21244, 0.25189], [1.49703, 3.08124, -0.69448], [2.15634, 2.12330, 2.73740], [1.27608, 2.23161, -1.92484], [1.08965, -1.43253, -2.82254], [1.95491, -2.09931, -2.88207], [-1.98209, -1.62229, -1.98744], [-0.42758, 4.42846, 2.80960], [-2.51851, 0.56887, -3.01031], [2.76356, -0.14188, -3.16018], [2.88146, 1.76245, 2.01397], [-1.16982, 5.11233, -0.82063], [-0.50384, -3.82679, -3.31099], [-1.64513, -2.72268, -4.03888], [0.35981, -1.60474, -3.63441], [-2.47876, 1.79971, 1.45957], [-2.20109, -4.16466, -3.09578], [-1.69914, 5.29123, 0.86063], [1.44317, 4.19734, -0.77894], [-1.76076, -4.25952, -0.51108], [1.16029, 0.47720, -3.73190], [-0.21879, -4.40073, 0.72211], [1.75067, 2.71413, -2.78077], [0.62937, -3.04975, 1.46016], [1.67246, -4.26751, -2.58425], [-2.03838, 0.77561, -3.49514], [-2.39669, 3.45426, 2.08482], [-3.34581, 3.06235, 0.66440], [-2.34518, -2.76466, 0.29455], [1.92079, -5.30721, -1.15127], [-0.78429, -1.59303, 5.10988], [0.28904, -5.04398, -1.77844], [2.20030, -2.95590, -0.55559], [1.01851, -1.00520, 3.21554], [-3.24051, -3.40896, -1.04634], [0.03318, 5.10299, 0.45349], [0.21022, 2.26363, -2.26938], [2.45908, 2.68917, -0.34261], [1.67777, 1.25978, 3.18993], [0.68087, 3.91356, 4.02915], [2.69676, 2.62539, 3.54373], [-2.63046, -0.35485, 1.22541], [-0.57375, 2.79536, 3.46185], [1.50461, -4.51890, 1.14807], [1.72817, 3.90796, 1.70587], [-1.48309, 2.88582, -0.77746]], "forces_ev_per_a": [[-1.80, 0.14, -1.29], [1.13, -0.07, -0.51], [-0.18, -0.92, -0.73], [1.14, 1.99, -0.03], [-2.40, 0.00, 0.45], [-1.03, 2.75, -0.76], [-2.25, -0.62, 0.48], [4.65, -0.44, -0.02], [0.08, 0.64, -1.26], [-0.31, 0.87, -0.31], [2.03, 0.10, 0.45], [0.26, -0.07, 0.38], [-0.28, -0.16, -0.26], [0.15, -0.28, 0.05], [-0.26, 0.33, -0.38], [-0.07, 0.32, -0.55], [-0.34, 0.27, -0.12], [0.02, 0.31, 0.32], [0.52, -0.17, 0.12], [-0.50, 0.08, -0.04], [0.67, -0.09, 0.74], [-1.50, 0.44, -0.44], [0.16, 0.47, -0.06], [-0.54, -1.40, 0.81], [0.08, -0.17, 0.13], [-0.53, -1.23, -0.59], [-0.01, -0.46, 0.82], [-0.48, -0.40, -0.35], [0.01, 0.03, 0.10], [-0.04, -0.10, -0.19], [-0.80, -0.34, 0.81], [-0.71, 0.10, -0.18], [0.18, 0.00, -0.07], [0.01, -0.01, 0.35], [-0.11, -0.02, -0.07], [-0.15, -0.21, 0.75], [0.69, 0.00, 0.25], [0.37, 0.10, -0.04], [0.07, 0.47, -0.03], [0.33, -0.28, -0.24], [0.09, -1.21, -0.04], [-0.37, 0.08, 0.10], [0.61, -0.02, 1.03], [0.30, 0.05, -0.06], [0.75, -0.54, -0.11], [-0.08, 0.22, 0.03], [-0.08, -0.13, 0.28], [0.82, 0.35, -0.80], [0.08, -0.18, -0.11], [0.07, 0.18, -0.01], [0.56, 0.00, -0.42], [-0.13, 0.15, -0.31], [-0.16, -0.17, 0.31], [0.25, 0.21, 0.18], [-0.16, -0.15, 0.15], [-0.54, -0.16, 0.27], [0.20, -0.26, 0.06], [-0.58, -0.39, 0.10], [0.38, -0.34, 0.43], [0.24, 0.78, 0.14], [-0.19, -0.19, 0.03], [-0.01, -0.19, 0.02], [0.01, 0.08, -0.14], [-0.14, 0.01, -0.14], [0.21, -0.02, -0.04], [-0.17, -0.11, -0.04], [-0.37, -0.08, 0.17], [0.13, 0.03, 0.47]], "lowdin_spin": [0.916, 0.004, 0.101, 0.083, 0.027, 0.453, 0.066, 0.106, 0.038, 0.032, 0.007, 0.001, 0.001, 0.002, 0.009, 0.003, 0.005, 0.000, 0.010, 0.003, 0.003, 0.005, 0.034, -0.005, 0.003, 0.019, 0.014, 0.001, 0.004, 0.000, 0.001, 0.016, 0.002, 0.001, 0.000, 0.000, 0.000, 0.001, 0.002, 0.001, 0.000, 0.000, 0.000, 0.000, 0.011, 0.000, 0.000, 0.001, 0.000, 0.000, 0.001, 0.000, 0.001, 0.000, 0.000, 0.002, 0.000, 0.001, 0.004, 0.000, 0.001, 0.000, 0.000, 0.004, 0.000, 0.000, 0.001, 0.003]}